Entry 1:
{"formula": "CFN3O2", "method": "wB97M-V/def2-TZVPD", "species": ["C", "N", "N", "N", "O", "O", "F"], "coordinates": [[-0.28376, 1.26364, 0.56415], [-0.42201, 2.35940, 0.91132], [-0.37562, -0.00651, 0.13465], [0.62785, -0.77811, -0.55359], [1.53778, -0.13924, -0.87526], [0.34210, -1.89343, -0.66848], [-1.42635, -0.80575, 0.48720]], "lowdin_charge": [-0.2217, 0.1945, 0.0185, -0.4021, 0.1860, 0.1940, 0.0307], "relative_energy_ev": 3.151, "homo_ev": [-6.98, -12.72], "gap_ev": [6.42, 8.51], "spin_multiplicity": 3, "s2": 2.0369, "lumo_energy_ev": [-0.56, -4.21]}

Entry 2:
{"formula": "C21H51N4O6S", "method": "wB97M-V/def2-TZVPD", "species": ["C", "N", "C", "N", "C", "C", "N", "S", "C", "O", "O", "N", "H", "H", "H", "H", "H", "H", "H", "H", "H", "H", "H", "C", "C", "O", "C", "C", "H", "H", "H", "H", "H", "H", "H", "H", "H", "H", "C", "C", "O", "C", "C", "H", "H", "H", "H", "H", "H", "H", "H", "H", "H", "C", "C", "O", "C", "C", "H", "H", "H", "H", "H", "H", "H", "H", "H", "H", "C", "C", "O", "C", "C", "H", "H", "H", "H", "H", "H", "H", "H", "H", "H"], "coordinates": [[3.81582, -0.69374, 2.30631], [3.05056, -1.63581, 1.47417], [1.74096, -1.68280, 1.57446], [0.93787, -0.97248, 2.36151], [-0.30364, -1.36632, 2.16119], [-1.54130, -0.91181, 2.81862], [-0.25475, -2.30789, 1.22459], [-1.52122, -3.25074, 0.53428], [-1.60757, -4.73257, 1.56414], [-2.77000, -2.55143, 0.51662], [-1.20045, -3.60480, -0.80265], [1.01259, -2.54171, 0.82238], [4.78162, -0.48049, 1.85138], [3.98134, -1.09924, 3.30702], [3.22346, 0.21929, 2.36710], [3.50115, -2.27214, 0.83282], [-2.31402, -0.63190, 2.10237], [-1.92354, -1.77457, 3.38334], [-1.35831, -0.14542, 3.56972], [-2.63863, -4.89436, 1.87643], [-1.14878, -5.56855, 1.03708], [-1.01534, -4.54819, 2.46842], [1.36464, -3.20248, 0.14126], [-2.95375, 0.16271, -4.69774], [-3.23530, 1.36434, -3.81183], [-3.86704, 1.03551, -2.58571], [-3.15764, 0.16319, -1.73118], [-1.80776, 0.70316, -1.29570], [-3.87602, -0.38068, -4.90847], [-2.51427, 0.48482, -5.64257], [-2.25991, -0.53811, -4.22902], [-3.91749, 2.03812, -4.33017], [-2.31800, 1.93497, -3.62595], [-3.05906, -0.82608, -2.19180], [-3.78064, 0.02886, -0.84570], [-1.12854, 0.84359, -2.13636], [-1.33409, 0.01061, -0.59316], [-1.92244, 1.67185, -0.80492], [1.45731, 0.00666, -3.09649], [2.84788, -0.58613, -3.03724], [2.92306, -1.78597, -2.27305], [2.14001, -2.87878, -2.72780], [2.48746, -3.34084, -4.13010], [1.08646, 0.19381, -2.08606], [1.46539, 0.94706, -3.64831], [0.74723, -0.66267, -3.58708], [3.51261, 0.12817, -2.55115], [3.25179, -0.75030, -4.03989], [1.07118, -2.64599, -2.65015], [2.33144, -3.70006, -2.02769], [2.29791, -2.56538, -4.87209], [1.89030, -4.21264, -4.39976], [3.54323, -3.60782, -4.19370], [-5.24338, -1.19810, 6.53659], [-3.90158, -0.87067, 7.16853], [-3.01174, -0.18493, 6.30044], [-3.45488, 1.07325, 5.81312], [-3.73366, 2.08892, 6.90611], [-5.10537, -1.79131, 5.63016], [-5.86072, -1.76505, 7.23381], [-5.79522, -0.29926, 6.25879], [-3.39957, -1.79963, 7.44144], [-4.03522, -0.30668, 8.09675], [-4.33162, 0.94214, 5.16888], [-2.65507, 1.45282, 5.17377], [-4.54062, 1.76832, 7.56547], [-4.02203, 3.04537, 6.46860], [-2.84571, 2.24025, 7.52169], [5.52719, 4.67999, -4.22512], [4.18604, 3.98003, -4.35569], [3.95403, 2.99644, -3.35835], [3.95101, 3.44938, -2.01704], [2.89199, 4.49885, -1.72519], [6.34108, 3.95341, -4.24736], [5.66608, 5.38523, -5.04492], [5.60945, 5.23620, -3.29014], [4.14980, 3.45457, -5.31043], [3.36662, 4.70641, -4.37013], [4.94576, 3.81231, -1.73634], [3.75722, 2.56832, -1.40100], [3.04931, 5.41009, -2.30261], [2.90802, 4.76867, -0.66812], [1.89904, 4.11885, -1.97342]], "lowdin_charge": [-0.0239, 0.0669, -0.3419, 0.2325, -0.2977, 0.0415, -0.1188, 0.6590, -0.0821, -0.2476, -0.2533, 0.1770, 0.0954, 0.0946, 0.0889, 0.1581, 0.0946, 0.1103, 0.0968, 0.0836, 0.0788, 0.0715, 0.1741, -0.0748, -0.2725, -0.1485, -0.2810, -0.0698, 0.0843, 0.0791, 0.0577, 0.1214, 0.1065, 0.1081, 0.1161, 0.0465, 0.0531, 0.0894, -0.0728, -0.2606, -0.1826, -0.2996, -0.0658, 0.0650, 0.0852, 0.0692, 0.1104, 0.1160, 0.0998, 0.1063, 0.0735, 0.0838, 0.0877, -0.0771, -0.2782, -0.1784, -0.2901, -0.0735, 0.0764, 0.0809, 0.0682, 0.1169, 0.1095, 0.1077, 0.1068, 0.0697, 0.0813, 0.0851, -0.0758, -0.2756, -0.1773, -0.2867, -0.0760, 0.0827, 0.0806, 0.0668, 0.1188, 0.1081, 0.1085, 0.1057, 0.0691, 0.0778, 0.0788], "homo_ev": -11.47, "gap_ev": 8.37, "total_charge": 1, "lumo_energy_ev": -3.11}

Entry 3:
{"formula": "C4H14NO", "method": "wB97M-V/def2-TZVPD", "species": ["C", "C", "C", "C", "N", "H", "H", "H", "H", "H", "H", "H", "H", "H", "H", "H", "H", "H", "H", "O"], "coordinates": [[-1.16533, 1.95022, 0.97993], [-0.13306, 1.16877, 0.18693], [1.15222, 0.71379, 0.88124], [2.10861, -0.32776, 0.06125], [-0.97303, -0.15837, -0.39476], [-0.57366, 2.68263, 1.50892], [-1.61903, 1.46396, 1.86411], [-1.95599, 2.30626, 0.36009], [0.00509, 1.63733, -0.80275], [1.80469, 1.53223, 0.88887], [0.96049, 0.46524, 1.97728], [3.04345, -0.61461, 0.45166], [1.64971, -1.34995, -0.01220], [2.28094, -0.05834, -1.03501], [-1.81571, 0.18292, -0.70753], [-0.60959, -0.74469, -1.21454], [-1.03763, -1.07965, 0.08966], [-1.56730, -3.64198, -1.30490], [-0.58196, -3.18155, -2.28966], [-0.97292, -2.94645, -1.48858]], "lowdin_charge": [-0.0478, -0.2521, -0.1663, -0.0673, 0.1858, 0.0960, 0.1064, 0.0796, 0.1516, 0.0859, 0.1442, 0.0467, 0.0622, 0.0985, 0.0965, 0.1491, 0.1535, 0.0427, 0.0286, 0.0061], "relative_energy_ev": 1.673, "homo_ev": -15.78, "gap_ev": 12.72, "total_charge": 1, "lumo_energy_ev": -3.07}

Entry 4:
{"formula": "C18H26Cl3F3I2N2O4S", "method": "wB97M-V/def2-TZVPD", "species": ["C", "C", "Cl", "C", "Cl", "C", "C", "O", "O", "N", "Cl", "C", "I", "C", "C", "I", "S", "O", "O", "C", "F", "F", "F", "H", "H", "H", "H", "H", "H", "C", "C", "C", "C", "N", "C", "C", "C", "C", "C", "H", "H", "H", "H", "H", "H", "H", "H", "H", "H", "H", "H", "H", "H", "H", "H", "H", "H", "H", "H"], "coordinates": [[-0.49310, 1.05312, 3.85297], [-1.45602, -0.30167, 3.66514], [-2.63398, -0.65002, 5.04597], [-1.36326, -1.16627, 2.46367], [-0.04675, -0.65461, 1.20496], [-2.30548, -2.52027, 2.17954], [-1.66689, -3.11489, 0.75117], [-2.15561, -2.81017, -0.46737], [-0.44764, -3.99089, 0.72087], [-3.73989, -2.12364, 2.10792], [-4.08932, -0.75362, 1.15104], [-4.73896, -3.22844, 2.04571], [-4.89970, -4.76846, 0.43885], [-5.81304, -3.37781, 3.10965], [-6.92792, -4.62302, 3.02319], [-6.07349, -2.03129, 4.82573], [-1.95558, -3.90346, 3.45135], [-2.16575, -5.33776, 2.82476], [-2.97736, -3.86537, 4.65442], [-0.25408, -3.77450, 4.23480], [0.18718, -5.14285, 4.70078], [-0.22294, -2.89597, 5.44424], [0.81689, -3.29217, 3.33434], [0.47890, 0.79632, 4.45097], [-1.13832, 1.77611, 4.54868], [-0.32466, 1.63792, 2.85436], [-6.41897, -5.67803, 2.94559], [-7.69631, -4.58945, 3.93540], [-7.58869, -4.35589, 2.06846], [0.55354, 2.05611, -0.46868], [0.69949, 1.17912, -1.70116], [2.11302, 0.64338, -1.91140], [3.23223, 1.63806, -2.25670], [3.10526, 2.38878, -3.60551], [2.34624, 3.71758, -3.44428], [3.41975, 4.71499, -3.06159], [4.56498, 4.34784, -3.97422], [4.52889, 2.83233, -4.07908], [2.47335, 1.53593, -4.69626], [1.19457, 2.93966, -0.51670], [-0.48318, 2.39768, -0.37858], [0.80299, 1.49934, 0.43979], [0.34266, 1.71855, -2.58174], [0.02924, 0.31857, -1.58286], [2.08314, -0.14384, -2.67350], [2.41785, 0.13065, -0.98898], [4.15831, 1.05501, -2.31551], [3.36341, 2.38503, -1.46821], [1.90328, 3.97278, -4.41391], [1.56173, 3.61684, -2.69569], [3.71099, 4.59684, -2.01218], [3.09449, 5.74988, -3.20201], [5.52692, 4.70622, -3.59678], [4.41728, 4.79275, -4.96685], [5.28249, 2.35990, -3.44226], [4.67977, 2.50136, -5.11246], [1.43121, 1.34162, -4.44350], [3.04304, 0.60530, -4.77616], [2.51385, 2.08876, -5.64025]], "lowdin_charge": [-0.1300, -0.5633, 0.5574, -0.4678, 0.6584, -0.4109, -0.4939, -0.1822, -0.2411, -0.5720, 0.7064, -0.6854, 0.8515, -0.6605, -0.2394, 0.7440, 0.9096, -0.3531, -0.4202, -0.2809, 0.0019, -0.0159, 0.0045, 0.0932, 0.0807, 0.0580, 0.0644, 0.0668, 0.0735, -0.1384, -0.2711, -0.1767, -0.0905, -0.2168, -0.0884, -0.1589, -0.1605, -0.0769, 0.0209, 0.0581, 0.0891, 0.0034, 0.0888, 0.1096, 0.1150, 0.1323, 0.1282, 0.1297, 0.1415, 0.1179, 0.1217, 0.1317, 0.1270, 0.1251, 0.1280, 0.1289, 0.0996, 0.1181, 0.1095], "relative_energy_ev": 5.004, "homo_ev": -6.72, "gap_ev": 5.79, "lumo_energy_ev": -0.92}

Entry 5:
{"formula": "C54H54Ge2N2OS10Ti", "method": "wB97M-V/def2-TZVPD", "species": ["Ti", "S", "C", "S", "C", "C", "S", "S", "S", "C", "C", "C", "C", "C", "C", "C", "C", "C", "C", "C", "C", "C", "C", "C", "Ge", "S", "S", "Ge", "S", "S", "C", "C", "C", "C", "C", "C", "C", "C", "C", "C", "C", "C", "C", "C", "C", "C", "C", "C", "C", "C", "C", "C", "C", "C", "C", "C", "C", "C", "C", "C", "C", "C", "C", "H", "H", "H", "H", "H", "H", "H", "H", "H", "H", "H", "H", "H", "H", "H", "H", "H", "H", "H", "H", "H", "H", "H", "H", "H", "H", "H", "H", "H", "H", "H", "H", "H", "H", "H", "H", "H", "H", "H", "H", "H", "H", "H", "H", "H", "H", "H", "H", "H", "H", "N", "C", "C", "O", "H", "H", "H", "H", "S", "C", "N"], "coordinates": [[1.87794, -2.98498, -0.51592], [1.33213, -10.23427, 1.76549], [1.48433, -8.64837, 1.27921], [1.10562, -8.08771, -0.29781], [1.49359, -6.39810, -0.07136], [1.93659, -6.07121, 1.15648], [2.37273, -4.45991, 1.59625], [2.04060, -7.38515, 2.30055], [1.28183, -5.28106, -1.38580], [2.89048, 3.13781, 5.12492], [2.62055, 3.18796, 3.64468], [3.54675, 2.70864, 2.72968], [3.33731, 2.80398, 1.35758], [4.38677, 2.29803, 0.40556], [2.14363, 3.36622, 0.88999], [1.18203, 3.81963, 1.79752], [-0.15381, 4.34796, 1.34317], [1.44288, 3.73861, 3.15959], [1.96594, 3.60820, -0.57749], [2.31386, 4.88159, -1.03220], [2.23655, 5.20607, -2.37721], [1.81818, 4.23980, -3.28008], [1.46857, 2.96586, -2.84232], [1.51991, 2.63968, -1.48192], [1.00710, 0.80002, -0.92862], [2.60818, -0.59181, -1.34013], [0.38856, 0.75108, 1.24450], [-1.06464, -0.74099, 0.41898], [-0.38981, -2.81211, 0.38463], [-1.04883, 0.18629, -1.61946], [-2.79446, -0.76020, 1.38116], [-4.00350, -0.55444, 0.71480], [-5.21208, -0.68880, 1.40120], [-5.23434, -1.02546, 2.74272], [-4.03551, -1.23114, 3.41088], [-2.82189, -1.11063, 2.74402], [-1.55621, -1.38897, 3.49625], [-0.78498, -0.34216, 4.00298], [-1.24068, 1.09394, 3.95385], [0.45571, -0.63028, 4.57283], [0.92994, -1.92682, 4.66530], [2.29392, -2.22387, 5.23011], [0.10630, -2.96572, 4.23373], [-1.13864, -2.72003, 3.67532], [-2.03760, -3.87004, 3.31079], [-4.09701, -0.13858, -0.72064], [-4.11098, -1.08322, -1.74645], [-3.80163, -2.53366, -1.49569], [-4.37723, -0.65718, -3.04809], [-4.63352, 0.66934, -3.34493], [-4.97659, 1.10760, -4.74365], [-4.56158, 1.60239, -2.31372], [-4.28043, 1.22075, -1.01256], [-4.11033, 2.25956, 0.06287], [1.04740, 1.94221, -3.84439], [-0.29684, 1.78191, -4.17808], [-1.37226, 2.69344, -3.64545], [-0.65441, 0.74133, -5.03129], [0.28714, -0.12083, -5.56765], [-0.12659, -1.31355, -6.37932], [1.63007, 0.11860, -5.29506], [2.02847, 1.14954, -4.46061], [3.49145, 1.43816, -4.25489], [3.73379, 2.48385, 5.34907], [2.02057, 2.77105, 5.67440], [3.12488, 4.13173, 5.51508], [4.47117, 2.26618, 3.08836], [5.34405, 2.18063, 0.91505], [4.52147, 2.97437, -0.43992], [4.10074, 1.32780, -0.01005], [-0.29583, 4.23031, 0.27103], [-0.26585, 5.40735, 1.58953], [-0.95382, 3.79911, 1.84483], [0.69084, 4.09257, 3.86041], [2.65384, 5.61448, -0.30869], [2.51044, 6.19769, -2.71848], [1.76142, 4.45874, -4.34051], [-6.13670, -0.52082, 0.86013], [-6.17821, -1.13278, 3.26403], [-4.02932, -1.50128, 4.46100], [-2.25784, 1.18800, 3.57809], [-0.58342, 1.68141, 3.30432], [-1.20365, 1.53037, 4.95518], [1.07762, 0.19267, 4.91671], [2.84049, -1.30302, 5.43856], [2.88406, -2.81972, 4.53129], [2.22162, -2.79563, 6.15822], [0.44936, -3.99195, 4.31690], [-1.49528, -4.81305, 3.37528], [-2.41868, -3.77409, 2.29775], [-2.89599, -3.91229, 3.98872], [-4.06075, -2.84125, -0.48281], [-2.73069, -2.71914, -1.62287], [-4.33293, -3.17155, -2.20311], [-4.39020, -1.39483, -3.84410], [-5.10731, 0.24962, -5.40325], [-4.19005, 1.73811, -5.16508], [-5.90028, 1.69069, -4.75548], [-4.71854, 2.65462, -2.53364], [-4.34883, 3.25312, -0.31829], [-3.07178, 2.26609, 0.40787], [-4.73704, 2.05651, 0.93297], [-0.95768, 3.59034, -3.18748], [-1.97632, 2.18039, -2.88813], [-2.03767, 3.00047, -4.45587], [-1.70616, 0.58199, -5.25244], [-1.10804, -1.16430, -6.83464], [-0.16821, -2.18514, -5.72174], [0.59542, -1.52586, -7.16943], [2.38381, -0.53298, -5.72264], [4.10128, 0.70904, -4.78731], [3.76216, 1.38674, -3.20229], [3.74551, 2.43891, -4.61798], [0.84108, -2.84008, -3.58408], [1.19201, -2.87196, -2.48147], [3.49329, -1.35230, 1.85761], [2.21757, -1.71590, 1.33006], [4.02031, -2.22640, 2.24591], [3.35612, -0.60069, 2.63874], [4.05428, -0.92110, 1.03226], [1.64610, -2.09344, 2.01893], [6.52730, -2.83111, -1.33209], [4.95247, -3.05993, -1.09184], [3.80535, -3.23728, -0.90738]], "lowdin_charge": [0.2387, 0.3955, -1.5445, 0.8880, -1.1144, -1.1292, 0.6077, 0.8792, 0.5994, -0.0589, -0.2759, -0.0157, -0.2075, -0.0270, -0.1840, -0.2614, -0.0361, -0.0361, -0.2196, -0.0390, -0.0738, -0.0410, -0.2207, -0.1858, 0.1006, 0.3282, 0.4096, 0.0804, 0.2909, 0.4053, -0.1928, -0.2171, -0.0406, -0.0730, -0.0404, -0.2152, -0.1548, -0.2486, -0.0675, -0.0215, -0.2747, -0.0495, -0.0235, -0.2343, -0.0451, -0.1889, -0.2351, -0.0257, -0.0125, -0.2775, -0.0561, -0.0364, -0.2365, -0.0237, -0.1698, -0.2666, -0.0596, -0.0268, -0.2676, -0.0657, -0.0070, -0.2216, -0.0436, 0.0701, 0.0692, 0.0741, 0.1130, 0.0784, 0.0820, 0.0302, 0.0754, 0.0806, 0.0693, 0.1208, 0.1173, 0.0943, 0.1183, 0.1186, 0.0952, 0.1170, 0.0757, -0.0006, 0.0807, 0.1127, 0.0703, 0.0656, 0.0767, 0.1144, 0.0815, 0.0566, 0.0793, 0.0792, 0.0680, 0.0784, 0.1174, 0.0715, 0.0638, 0.0730, 0.1164, 0.0735, 0.0812, 0.0769, 0.0736, 0.0139, 0.0741, 0.1109, 0.0664, 0.0467, 0.0705, 0.1183, 0.0776, 0.0502, 0.0769, 0.0454, -0.5497, -0.1383, -0.4648, 0.0657, 0.0822, 0.0486, 0.0011, 0.5059, -0.9341, -0.1103], "relative_energy_ev": 0.077, "homo_ev": -2.17, "gap_ev": 5.90, "total_charge": -2, "lumo_energy_ev": 3.72}